# 1
{"formula": "C24H19AlF2I2N3O2", "method": "wB97M-V/def2-TZVPD", "elements": ["Al", "I", "C", "C", "C", "I", "C", "C", "C", "C", "N", "C", "C", "O", "H", "H", "H", "H", "F", "C", "C", "C", "C", "C", "F", "C", "C", "C", "C", "C", "C", "N", "H", "H", "H", "H", "H", "H", "C", "N", "C", "C", "C", "O", "H", "H", "H", "H", "H", "H", "H", "H", "H"], "positions_angstrom": [[-0.169465, 0.111137, 0.503369], [2.062157, 2.692722, -1.299861], [0.280675, 1.894870, -1.984511], [-0.031699, 1.771031, -3.439660], [-1.106671, -0.061139, -4.014122], [-1.874960, -0.571735, -5.925946], [-1.424596, -1.015159, -2.930075], [-1.777617, -2.307782, -2.875332], [-2.005808, -2.926744, -1.602046], [-1.837591, -2.206662, -0.469763], [-1.476759, -0.884095, -0.452204], [-1.256926, -0.243076, -1.693884], [-0.930306, 1.931532, -1.153217], [-0.881088, 1.952768, 0.091030], [0.271378, 2.613249, -4.055607], [-1.903454, -2.878329, -3.787811], [-2.296108, -3.963786, -1.540335], [-1.972266, -2.659734, 0.504317], [4.451797, -1.985322, 2.372872], [3.705779, -1.611794, 1.324229], [2.471787, -1.029624, 1.552617], [1.678234, -0.631358, 0.481854], [2.167111, -0.845273, -0.829876], [3.408012, -1.443119, -1.001668], [3.867723, -1.647165, -2.246518], [4.201308, -1.833190, 0.055615], [1.326132, -0.399627, -1.960532], [1.456015, -0.366732, -3.289402], [0.427033, 0.387501, -4.060028], [-1.522771, 1.345790, -3.455605], [-1.919284, 1.187046, -1.972355], [0.187721, 0.287798, -1.492068], [2.149298, -0.918296, 2.581697], [5.165321, -2.294183, -0.104338], [2.320444, -0.772759, -3.792203], [0.744010, 0.514159, -5.090692], [-2.227666, 1.921579, -4.045009], [-2.959016, 1.278168, -1.682530], [-2.198599, -0.287190, 4.393825], [-1.174133, 0.760220, 4.334403], [-0.933287, 1.518052, 5.564116], [-0.508226, 0.959629, 3.220365], [0.494718, 2.060363, 3.079695], [-0.720349, 0.174259, 2.238915], [-2.930967, -0.007818, 5.146337], [-1.749811, -1.243129, 4.663707], [-2.686810, -0.382552, 3.430072], [-1.204645, 0.887303, 6.406340], [-1.542010, 2.421457, 5.591447], [0.117008, 1.772999, 5.664968], [0.444339, 2.807667, 3.863449], [0.329788, 2.545316, 2.117786], [1.495101, 1.620759, 3.064179]], "atomic_forces_ev_per_a": [[0.3, -0.4, 0.2], [0.1, 0.4, 0.0], [0.1, -1.8, 0.2], [0.2, 0.3, -0.3], [0.0, -0.1, -0.1], [0.0, 0.0, 0.1], [0.1, 0.0, 0.1], [-0.1, 0.1, 0.0], [0.0, -0.1, 0.1], [-0.1, 0.0, 0.1], [0.2, 0.1, -0.1], [0.1, -0.3, 0.2], [-0.5, 0.4, -0.3], [-0.4, 0.2, 0.3], [-0.1, 0.2, 0.2], [0.0, 0.0, 0.0], [0.0, 0.0, 0.0], [0.0, 0.0, 0.0], [0.0, 0.0, 0.0], [0.0, 0.0, 0.0], [-0.1, 0.0, 0.0], [0.0, 0.0, 0.0], [-0.1, -0.1, 0.0], [-0.1, 0.0, 0.0], [0.0, 0.0, 0.0], [0.0, 0.0, 0.0], [0.0, -0.3, 0.1], [0.1, -0.1, -0.1], [-0.2, 0.3, -0.1], [0.0, 0.0, 0.0], [-0.3, 0.4, -0.2], [0.6, 1.1, -0.1], [0.0, 0.0, 0.0], [0.0, 0.0, 0.0], [0.0, -0.1, 0.0], [0.0, 0.0, 0.0], [0.1, 0.1, -0.1], [0.0, -0.2, 0.0], [0.0, 0.0, 0.0], [0.0, 0.0, 0.0], [0.0, 0.0, 0.0], [0.0, 0.0, 0.1], [0.0, 0.0, 0.0], [0.0, 0.2, 0.0], [0.0, 0.0, 0.0], [0.0, 0.0, 0.0], [0.0, 0.0, 0.0], [0.0, 0.0, 0.0], [0.0, 0.0, 0.0], [0.0, 0.0, 0.0], [0.0, 0.0, 0.0], [0.0, 0.0, 0.0], [0.0, 0.0, 0.0]], "mulliken_charge": [0.174, 0.242, -0.617, -0.330, -0.355, 0.210, -0.745, -0.203, -1.141, -0.123, 0.105, 0.769, 0.857, -0.480, 0.547, 0.423, 0.419, 0.481, -0.330, 0.098, -0.587, 0.051, -0.029, 0.206, -0.314, -0.834, 0.027, -0.817, -0.139, -0.148, -0.764, 0.084, 0.547, 0.532, 0.617, 0.806, 0.596, 0.604, -1.051, 0.213, -1.176, 0.847, -1.111, -0.511, 0.483, 0.297, 0.337, 0.429, 0.329, 0.449, 0.527, 0.225, 0.271], "homo_ev": -10.4, "total_energy_ha": -2278.10616, "multiplicity": 1, "total_charge": 1, "homo_lumo_gap_ev": 6.825, "relative_energy_kj_mol": 461.5}


# 2
{"formula": "C48H59B3BrCl2F32IN3O8PS", "method": "wB97M-V/def2-TZVPD", "elements": ["C", "C", "O", "B", "O", "C", "C", "C", "C", "C", "C", "C", "C", "I", "C", "B", "N", "O", "N", "P", "C", "C", "C", "C", "C", "C", "C", "Br", "C", "C", "C", "C", "Cl", "C", "C", "Cl", "C", "B", "O", "N", "C", "C", "C", "S", "H", "H", "H", "H", "H", "H", "H", "H", "H", "H", "H", "H", "H", "H", "H", "H", "H", "H", "H", "H", "H", "H", "H", "H", "H", "H", "H", "H", "H", "H", "H", "H", "H", "H", "H", "H", "H", "H", "H", "H", "H", "H", "H", "F", "C", "F", "C", "F", "F", "C", "O", "C", "F", "F", "C", "F", "F", "H", "H", "H", "H", "F", "C", "F", "C", "F", "F", "C", "O", "C", "F", "F", "C", "F", "F", "H", "H", "H", "H", "F", "C", "F", "C", "F", "F", "C", "O", "C", "F", "F", "C", "F", "F", "H", "H", "H", "H", "F", "C", "F", "C", "F", "F", "C", "O", "C", "F", "F", "C", "F", "F", "H", "H", "H", "H"], "positions_angstrom": [[-4.310818, -6.580430, 4.558235], [-3.903801, -6.430532, 2.945423], [-2.480399, -6.774778, 2.683490], [-2.312173, -6.628028, 1.196290], [-3.053587, -7.570367, 0.330636], [-1.305645, -5.425496, 0.684260], [-1.394134, -3.973507, 1.491713], [-0.363402, -2.786673, 1.025266], [0.755895, -2.872858, -0.169320], [0.811070, -4.316403, -1.011679], [1.887241, -4.476566, -2.252880], [1.053315, -4.363289, -3.663376], [1.991826, -4.692795, -4.996388], [1.320351, -6.516572, -6.053850], [-0.223642, -5.547048, -0.557239], [-0.125611, -6.959509, -1.396154], [0.981958, -7.993102, -1.304913], [-1.215159, -7.229673, -2.379418], [1.735888, -1.793860, -0.572922], [3.022052, -1.875124, 0.708375], [3.614307, -3.669563, 0.989478], [4.539083, -0.822377, 0.208978], [1.171178, -0.397825, -0.432607], [1.699992, 0.759913, -1.517773], [2.776374, 0.267438, -2.669149], [2.080770, -0.029150, -4.133380], [2.903564, -1.249058, -4.924069], [0.099456, -0.366892, -4.042845], [1.179377, 2.346603, -1.423676], [1.838664, 3.360769, -2.562161], [0.102382, 2.865870, -0.254142], [-0.429650, 4.427355, -0.169538], [-0.029290, 5.279147, 1.438652], [-2.038206, 4.571952, -0.598394], [-2.130584, 5.725860, -1.805319], [-3.121748, 5.076765, 0.825591], [-0.425613, 1.704280, 0.790434], [-1.536868, 1.983263, 2.015109], [-2.957980, 1.808905, 1.632264], [-1.095985, 2.346082, 3.422449], [-1.623126, 1.383388, 4.465649], [0.416179, 2.306836, 3.583881], [0.116436, 0.125345, 0.707899], [-0.504244, -1.145314, 1.991692], [-4.484687, -5.485771, 4.989184], [-3.443495, -7.130951, 5.158891], [-5.332268, -7.168424, 4.702944], [-4.657411, -7.110385, 2.362630], [-4.043633, -5.305095, 2.601085], [-3.621323, -7.003433, -0.295181], [-2.192861, -3.862373, 2.369029], [2.449066, -5.496879, -2.095484], [2.700029, -3.616446, -2.246949], [0.117523, -5.072784, -3.728800], [0.637118, -3.259357, -3.741368], [3.106414, -4.733900, -4.637887], [1.851016, -3.810021, -5.786582], [0.866384, -8.646954, -0.499883], [1.937656, -7.574217, -1.345778], [-2.021843, -6.695118, -2.101332], [3.624260, -4.308010, 0.008696], [4.723345, -3.612897, 1.401839], [2.978008, -4.236227, 1.794377], [4.283965, 0.327666, 0.362241], [5.423348, -1.079063, 0.968334], [4.957518, -1.034516, -0.863819], [3.572039, 1.149368, -2.759759], [3.372727, -0.688570, -2.352959], [2.212780, 0.936034, -4.814454], [3.863655, -0.799572, -5.442972], [3.153222, -2.157488, -4.211225], [2.213164, -1.639465, -5.794483], [1.879693, 2.745881, -3.584337], [1.183537, 4.305242, -2.787420], [2.956891, 3.658901, -2.325853], [0.155110, 5.039238, -1.010783], [-2.402251, 3.566588, -1.126878], [-3.232727, 6.087777, -1.985785], [-1.410653, 6.604281, -1.442753], [-1.614155, 5.294389, -2.787263], [-3.497160, 1.415112, 2.387897], [-2.343626, 0.556574, 4.055528], [-0.763192, 0.821538, 5.071948], [-2.262750, 2.029795, 5.238178], [0.999830, 2.980131, 2.821510], [0.634554, 2.765679, 4.663405], [0.843592, 1.195310, 3.640822], [1.075231, 11.780857, -0.469466], [1.523184, 10.579597, -0.041053], [2.696305, 10.358512, -0.693859], [0.533057, 9.453442, -0.320998], [0.349062, 9.275100, -1.656551], [1.081380, 8.282802, 0.135750], [-0.834368, 9.610283, 0.359286], [-1.882132, 10.158502, -0.445431], [-1.919393, 11.583728, -0.511318], [-1.078430, 12.094329, 0.419971], [-3.172315, 11.938175, -0.115510], [-1.648580, 12.122075, -1.921291], [-0.440033, 11.720087, -2.390279], [-1.632907, 13.481742, -1.931784], [1.749631, 10.653300, 1.026298], [-1.180571, 8.595622, 0.595843], [-0.764156, 10.106385, 1.335048], [-2.413587, 11.781092, -2.625944], [3.686728, -12.698958, 1.330565], [3.206841, -11.438434, 1.420058], [2.772004, -11.289181, 2.700639], [2.073122, -11.173862, 0.434345], [0.991562, -11.953894, 0.701065], [1.649401, -9.882057, 0.611482], [2.452990, -11.328403, -1.045199], [2.122831, -12.579031, -1.655813], [3.073399, -13.625061, -1.457723], [4.205160, -13.103116, -0.926758], [3.411386, -14.056456, -2.703424], [2.511600, -14.793109, -0.638440], [2.082695, -14.390047, 0.584554], [3.462482, -15.740336, -0.420187], [4.034638, -10.739663, 1.270316], [1.852674, -10.593427, -1.597274], [3.490787, -11.035268, -1.245714], [1.667997, -15.264158, -1.152724], [-6.828124, 1.569075, -0.865895], [-6.627626, 2.186916, 0.319556], [-6.670372, 1.211108, 1.266771], [-7.676105, 3.257574, 0.604734], [-8.917845, 2.716378, 0.725353], [-7.394856, 3.812379, 1.826522], [-7.723438, 4.404519, -0.414833], [-8.720318, 4.302887, -1.435529], [-8.357350, 3.512296, -2.566997], [-7.032169, 3.236717, -2.510571], [-8.523633, 4.320160, -3.649500], [-9.223689, 2.256248, -2.718579], [-9.153403, 1.460601, -1.621246], [-8.809783, 1.499729, -3.769964], [-5.618218, 2.607633, 0.326173], [-8.004327, 5.305669, 0.145868], [-6.735318, 4.640468, -0.828484], [-10.274186, 2.519959, -2.876550], [5.666528, 4.272609, 3.328257], [5.867027, 4.890451, 4.513708], [5.824281, 3.914643, 5.460924], [4.818548, 5.961109, 4.798885], [3.576807, 5.419912, 4.919505], [5.099797, 6.515914, 6.020674], [4.771215, 7.108054, 3.779320], [3.774334, 7.006422, 2.758623], [4.137303, 6.215832, 1.627155], [5.462483, 5.940252, 1.683582], [3.971020, 7.023696, 0.544651], [3.270963, 4.959783, 1.475573], [3.341250, 4.164137, 2.572907], [3.684869, 4.203264, 0.424188], [6.876435, 5.311168, 4.520326], [4.490326, 8.009205, 4.340020], [5.759334, 7.344002, 3.365669], [2.220466, 5.223493, 1.317602]], "atomic_forces_ev_per_a": [[0.2, 0.5, -0.1], [-1.1, 0.1, 0.9], [-1.6, 0.8, -3.2], [-0.2, -0.9, 1.3], [0.2, 3.6, 0.6], [2.5, 3.9, -1.0], [2.9, -1.0, -3.4], [0.0, -1.9, -1.2], [-2.8, -4.1, 0.1], [-2.0, 1.2, 3.1], [-0.9, 0.0, 0.4], [-0.2, -0.1, -0.6], [-0.1, 2.1, 0.8], [0.6, 1.0, 0.7], [0.1, 3.4, 1.7], [-1.3, -0.7, -1.6], [-0.8, 1.5, 0.1], [1.1, 1.3, 3.3], [-2.1, 0.1, 1.4], [0.6, 0.6, 2.6], [0.9, -1.2, -0.8], [1.3, 0.2, -0.6], [-1.3, 4.9, -0.2], [-2.0, 0.3, 2.6], [-0.4, 0.9, 0.5], [2.2, 0.6, -0.8], [-0.9, 0.3, -0.3], [1.4, 0.1, -0.1], [-0.4, -1.8, 1.7], [-0.2, -1.2, -0.5], [1.4, -4.4, 0.0], [0.3, -1.0, -2.0], [-0.7, -0.9, -1.4], [0.5, 0.2, -2.0], [1.2, -0.1, 0.9], [0.8, -0.7, -1.5], [2.2, -0.6, -2.7], [-1.1, 0.1, 0.1], [2.3, -0.8, 2.2], [1.2, -3.2, -1.9], [-1.5, 0.2, 1.9], [1.2, 0.7, 1.5], [1.5, 1.7, -2.7], [0.9, -0.2, -2.7], [0.5, -2.5, -0.7], [-1.9, 1.3, -1.4], [2.3, 1.2, -0.5], [1.7, 1.2, 0.8], [0.0, -2.2, 0.8], [1.4, -1.4, 1.1], [2.1, 0.0, -2.1], [-1.1, 1.9, -0.6], [-1.8, -1.7, 0.3], [1.9, 1.3, 0.5], [0.9, -2.2, 0.2], [-2.1, -0.3, -1.1], [0.5, -2.2, 1.8], [0.3, 1.0, -1.2], [-1.2, -0.6, 0.6], [1.7, -0.8, -0.7], [0.1, 1.0, 1.8], [-2.3, 0.0, -0.9], [1.0, 1.4, -1.7], [0.4, -2.6, -0.5], [-2.1, 0.4, -1.5], [-0.7, 0.6, 1.9], [-1.7, -1.9, -0.1], [-1.5, 1.9, -0.3], [-0.6, -2.1, 1.5], [-1.8, -0.9, 1.3], [-0.5, 2.0, -1.4], [1.4, 0.8, 1.8], [-0.2, 1.4, 2.3], [1.3, -1.8, 0.7], [-2.4, -0.5, -0.2], [-1.2, -1.4, 2.1], [0.7, 2.0, 1.9], [2.3, -0.8, 0.3], [-1.9, -1.6, -0.8], [-1.4, 0.8, 2.1], [1.0, 1.1, -1.3], [1.4, 1.5, 0.6], [-1.8, 1.3, -1.5], [1.4, -1.6, -1.4], [-1.3, -1.6, 1.4], [-0.4, -0.9, -2.3], [-0.8, 2.3, -0.5], [0.4, -0.4, 0.1], [1.1, 0.4, -0.1], [-0.3, -0.3, 0.1], [-0.6, -0.4, -0.6], [0.2, 0.2, 0.3], [0.1, 0.5, 0.2], [-0.7, -0.8, 0.6], [0.8, 1.7, -0.3], [-0.3, -1.4, 1.6], [-0.7, 0.4, -0.5], [0.5, 0.0, -0.7], [0.3, 0.3, -0.9], [-0.6, 0.0, 0.2], [-0.2, -0.4, 0.4], [-0.2, -0.1, 0.0], [0.1, 0.1, -0.3], [0.2, 0.1, -0.4], [-0.1, -0.1, 0.3], [-0.2, 0.5, 0.2], [0.4, 0.0, 1.1], [-0.2, 0.2, -0.3], [-0.9, -0.8, -0.5], [0.5, 0.2, 0.1], [0.6, -0.3, 0.5], [-0.3, 0.6, -1.0], [1.2, -1.1, 1.2], [0.0, 1.9, -1.1], [-0.2, -0.8, -0.4], [-0.3, -0.3, 0.7], [-0.4, -0.7, 0.6], [0.0, -0.1, -0.6], [0.0, 0.4, -0.4], [-0.1, 0.1, -0.2], [-0.1, -0.2, 0.2], [-0.2, -0.2, 0.3], [0.1, 0.2, -0.1], [0.1, 0.0, 0.5], [0.7, -0.8, 0.3], [-0.2, 0.3, 0.1], [-1.0, 0.2, 0.0], [0.4, 0.0, -0.1], [0.4, -0.2, -0.4], [-0.1, 1.2, 0.1], [0.7, -1.6, -0.9], [0.8, 1.9, 0.9], [-0.7, 0.0, -0.7], [-0.3, -0.7, 0.3], [-0.5, -0.9, 0.0], [-0.2, 0.5, -0.4], [0.1, 0.5, 0.1], [0.0, 0.2, 0.0], [-0.1, -0.4, 0.0], [-0.2, -0.4, 0.1], [0.2, 0.2, 0.0], [0.2, 0.0, 0.5], [0.5, -0.9, 0.3], [-0.2, 0.4, 0.1], [-1.0, 0.2, 0.0], [0.5, 0.0, -0.1], [0.4, -0.2, -0.4], [-0.2, 1.2, 0.0], [0.7, -1.5, -0.8], [0.7, 1.7, 0.7], [-0.5, 0.0, -0.7], [-0.3, -0.7, 0.3], [-0.6, -0.6, 0.0], [-0.1, 0.4, -0.3], [0.3, 0.4, 0.0], [-0.1, 0.2, 0.0], [-0.1, -0.4, 0.0], [-0.2, -0.4, 0.1], [0.4, 0.2, 0.0]], "mulliken_charge": [-0.906, -0.040, -0.439, 0.566, -0.531, 0.145, -0.642, 0.776, -0.770, 0.108, -1.216, 0.127, -0.925, -0.018, 0.483, 0.657, -0.355, -0.661, 0.756, 0.317, -0.798, -0.785, -0.110, 0.053, -0.680, -0.128, -0.766, -0.179, 0.197, -1.214, 0.245, -0.662, -0.163, 0.327, -0.810, -0.195, 0.551, 0.467, -0.314, 0.067, -0.835, -0.534, -0.236, -0.364, 0.225, 0.251, 0.270, 0.208, 0.171, 0.327, 0.048, 0.170, 0.197, 0.402, -0.210, 0.425, 0.304, 0.148, 0.234, 0.270, 0.158, 0.347, 0.248, 0.103, 0.392, 0.287, 0.310, -0.138, 0.398, 0.365, 0.103, 0.224, 0.150, 0.319, 0.233, 0.258, 0.321, 0.298, 0.078, 0.282, 0.204, 0.241, 0.255, 0.224, -0.178, 0.388, 0.247, -0.247, 0.019, -0.276, 0.962, -0.298, -0.281, -0.728, -0.402, 0.748, -0.274, -0.294, 0.210, -0.206, -0.262, 0.296, 0.407, 0.365, 0.246, -0.220, 0.108, -0.276, 0.917, -0.282, -0.458, -0.647, -0.425, 0.727, -0.275, -0.294, 0.218, -0.209, -0.255, 0.299, 0.391, 0.343, 0.236, -0.225, 0.306, -0.298, 0.830, -0.284, -0.313, -0.732, -0.417, 0.779, -0.266, -0.299, 0.186, -0.204, -0.256, 0.131, 0.429, 0.381, 0.241, -0.170, 0.044, -0.285, 0.912, -0.243, -0.338, -0.759, -0.340, 0.723, -0.309, -0.293, 1.721, -0.269, -0.268, 0.275, 0.413, 0.321, -1.138], "homo_ev": -7.7, "total_energy_ha": -10431.87442, "multiplicity": 1, "total_charge": 0, "homo_lumo_gap_ev": 7.021, "smiles": "CCOB(O)c1cc2c(c(CCCI)c1B(N)O)N(P(C)C)c1c(C[C@@H](C)Br)c(C)c([C@H](Cl)[C@H](C)Cl)c(B(O)N(C)C)c1S2.FC(F)C(F)(F)COC(F)(F)C(F)F.FC(F)C(F)(F)COC(F)(F)C(F)F.FC(F)C(F)(F)COC(F)(F)C(F)F.FC(F)C(F)(F)COC(F)(F)C(F)F"}